(one)
{"formula": "C3H6N2S", "method": "ωB97M-V/def2-TZVPD", "charge": 0, "smiles": "NN1CCC1=S", "symbols": ["N", "N", "C", "C", "C", "S", "H", "H", "H", "H", "H", "H"], "xyz": [[-0.01, 1.94, -0.08], [0.05, 0.55, -0.16], [1.09, -0.37, 0.04], [0.04, -1.46, -0.04], [-1.00, -0.33, -0.16], [-2.59, -0.04, 0.00], [-0.78, 2.23, -0.66], [-0.25, 2.18, 0.89], [1.53, -0.21, 1.04], [1.87, -0.39, -0.75], [-0.09, -2.01, 0.86], [0.15, -2.09, -0.98]], "nbo_charge": [-0.636, -0.241, -0.200, -0.460, 0.089, -0.135, 0.377, 0.353, 0.189, 0.196, 0.234, 0.233]}

=====

(two)
{"formula": "C3H6N2S", "method": "ωB97M-V/def2-TZVPD", "charge": 0, "smiles": "[H]/N=C\\N(S)C=C", "symbols": ["H", "N", "C", "N", "S", "C", "C", "H", "H", "H", "H", "H"], "xyz": [[2.26, 0.51, -0.53], [2.37, -0.51, -0.27], [1.26, -1.12, -0.07], [-0.01, -0.56, 0.02], [-1.38, -1.60, -0.19], [-0.17, 0.84, 0.21], [-1.19, 1.54, -0.29], [1.22, -2.17, 0.10], [-1.65, -1.82, 1.10], [0.55, 1.26, 0.93], [-1.42, 2.56, 0.03], [-1.86, 1.05, -1.05]], "nbo_charge": [0.340, -0.674, 0.282, -0.598, 0.200, -0.041, -0.430, 0.175, 0.104, 0.211, 0.218, 0.213]}

=====

(three)
{"formula": "C3H6N2S", "method": "ωB97M-V/def2-TZVPD", "charge": 0, "symbols": ["C", "C", "C", "H", "H", "H", "H", "H", "H", "N", "N", "S"], "xyz": [[-0.37, -0.03, -0.31], [0.73, -1.10, 0.20], [0.62, 1.14, -0.05], [-2.55, 1.53, 1.10], [-0.31, -0.21, -1.44], [0.73, -1.32, 1.34], [0.80, -2.01, -0.24], [2.72, -0.82, 0.36], [0.61, 2.32, 0.00], [1.96, -0.50, -0.15], [1.80, 0.83, 0.12], [-2.14, -0.12, 0.01]], "nbo_charge": [-0.475, -0.224, 0.020, 0.131, 0.236, 0.171, 0.204, 0.363, 0.227, -0.455, -0.237, 0.038]}

=====

Most stable to least stable: (two), (one), (three)

=====

(one)
{"formula": "C3H6N2S", "method": "ωB97M-V/def2-TZVPD", "charge": 0, "symbols": ["C", "C", "C", "H", "H", "H", "H", "H", "H", "N", "N", "S"], "xyz": [[-1.10, 0.18, -0.15], [1.06, -1.36, -0.02], [1.36, 0.13, 0.26], [-0.91, 2.13, -0.43], [-2.52, 1.56, -0.39], [0.73, -2.00, 0.71], [1.42, -1.85, -0.98], [2.07, 0.85, -0.27], [1.36, 0.14, 1.46], [-1.36, 1.51, 0.17], [0.13, -0.16, -0.44], [-2.24, -1.12, 0.08]], "nbo_charge": [0.315, -0.192, -0.258, 0.367, 0.400, 0.220, 0.218, 0.224, 0.211, -0.774, -0.439, -0.292]}

=====

(two)
{"formula": "C3H6N2S", "method": "ωB97M-V/def2-TZVPD", "charge": 0, "symbols": ["C", "C", "C", "N", "N", "S", "H", "H", "H", "H", "H", "H"], "xyz": [[-0.48, 0.50, 0.90], [-1.83, 0.37, 0.66], [1.10, -1.18, -0.27], [0.62, -0.35, 0.80], [3.01, 1.06, -0.28], [2.54, -0.18, 0.46], [-0.16, 1.28, 1.62], [-2.56, 1.05, 0.93], [-2.36, -0.47, 0.30], [1.21, -2.30, -0.18], [0.94, -0.97, -1.27], [3.31, 1.26, -1.15]], "nbo_charge": [0.002, -0.495, -0.347, -0.563, -1.090, 1.115, 0.201, 0.203, 0.191, 0.201, 0.194, 0.387]}

=====

Most stable to least stable: (one), (two)